[1]
C3H5FS in the gas phase. Source: the OMol25 dataset; level of theory: the ωB97M-V functional and the def2-TZVPD basis.

Last column: natural (NBO) charge in e.
Atoms and positions in Å:
C -0.165 1.256 -0.141  -0.701
C -0.644 -0.161 -0.094  -0.112
S -2.179 -0.620 -0.153  0.046
C 0.401 -1.184 0.019  -0.029
F 1.619 -0.659 -0.258  -0.368
H 0.889 1.380 -0.521  0.262
H 0.138 1.508 0.934  0.245
H -0.893 1.984 -0.319  0.245
H 0.506 -1.395 1.166  0.198
H 0.329 -2.108 -0.631  0.215

Output
ΔE to the lowest compared entry with this formula, charge and spin = 16.0 kcal/mol
Structure (SMILES) = CC(=S)CF
HOMO energy = -8.87 eV

=====

[2]
3 unconnected molecules or ions with the total composition C4H15NO2. Source: the OMol25 dataset; level of theory: the ωB97M-V functional and the def2-TZVPD basis.

Last column: natural (NBO) charge in e.
Atoms and positions in Å:
C 0.095 1.471 0.589  -0.603
C 0.916 0.338 1.188  -0.238
C 0.000 -0.621 1.945  -0.599
C 1.760 -0.427 0.186  -0.218
N 2.308 0.346 -0.924  -0.861
H -0.641 1.091 -0.141  0.191
H 0.628 2.188 -0.023  0.202
H -0.449 2.017 1.355  0.209
H 1.592 0.845 1.889  0.193
H 0.592 -1.308 2.542  0.211
H -0.725 -0.099 2.570  0.206
H -0.501 -1.216 1.179  0.209
H 1.281 -1.308 -0.246  0.190
H 2.654 -0.850 0.651  0.182
H 2.204 1.342 -0.872  0.359
H 2.083 0.003 -1.842  0.363
O -3.301 0.445 -1.385  -0.954
H -3.372 -0.462 -1.071  0.485
H -3.023 0.987 -0.642  0.471
O -1.434 -1.695 -1.955  -0.959
H -1.363 -2.295 -2.703  0.473
H -1.304 -0.793 -2.291  0.486

Output
ΔE to the lowest compared entry with this formula, charge and spin = 22.4 kcal/mol
Structure (SMILES) = CC(C)CN.O.O
HOMO energy = -8.72 eV

=====

[3]
C4H5FS in the gas phase. Source: the OMol25 dataset; level of theory: the ωB97M-V functional and the def2-TZVPD basis.

Last column: natural (NBO) charge in e.
Atoms and positions in Å:
F -2.324 -0.948 0.244  -0.321
C -1.823 0.226 -0.009  0.266
C -0.622 0.347 -0.586  -0.314
C 0.431 -0.563 -0.266  -0.525
C 1.536 0.269 0.544  -0.203
S 3.131 -0.410 -0.073  -0.071
H -2.578 0.975 -0.141  0.165
H -0.388 1.488 -0.523  0.214
H 0.964 -1.049 -1.225  0.270
H 0.075 -1.401 0.531  0.251
H 1.599 1.065 1.503  0.269

Output
ΔE to the lowest compared entry with this formula, charge and spin = 89.6 kcal/mol
Structure (SMILES) = F/C=C\CC=S
HOMO energy = -8.66 eV

=====

In hartree, the orbital gap values for the records above are, in order, 0.3177, 0.3441, 0.2825.